A structure of composition C36H40BNNiP2. Source: the Open Molecules 2025 dataset; level of theory: wB97M-V/def2-TZVPD.

Each line ends with the Löwdin spin population.
CARTESIAN COORDINATES (ANGSTROEM)
Ni 1.00 -0.90 3.29  1.596
C -2.87 0.27 6.23  0.000
C -2.32 -0.21 5.11  0.000
C -2.34 0.42 3.76  0.002
C -1.18 1.35 3.32  0.016
C -0.52 2.23 4.35  0.001
C -1.04 2.58 5.53  0.000
C -2.50 2.73 5.80  0.000
C -2.95 1.66 6.84  0.000
C 2.88 -0.45 3.36  0.197
H -3.41 -0.47 6.84  0.000
H -1.89 -1.23 5.19  0.000
H -3.28 0.93 3.50  0.001
H -2.36 -0.45 3.10  0.001
H -0.36 0.72 2.90  0.010
H -1.57 2.00 2.50  0.001
H 0.51 2.53 4.11  0.000
H -0.41 2.70 6.41  0.000
H -3.04 2.56 4.86  0.000
H -2.75 3.74 6.16  0.000
H -2.27 1.69 7.72  0.000
H -3.98 1.89 7.18  0.000
H 3.39 -1.16 4.04  0.014
H 3.00 0.56 3.78  0.013
H 3.36 -0.51 2.38  0.036
P -0.22 -1.57 -2.98  0.000
P 1.43 0.24 -3.28  0.000
C -1.12 -0.11 -3.57  0.000
C -0.17 0.74 -4.03  0.000
C -0.63 -2.84 -4.21  0.000
C -1.80 -2.77 -5.00  0.000
C -2.18 -3.86 -5.78  0.000
C -1.35 -5.00 -5.85  0.000
C -0.11 -5.00 -5.18  0.000
C 0.27 -3.91 -4.39  0.000
C -0.97 -2.01 -1.40  0.000
C -0.73 -1.18 -0.29  0.002
C -1.47 -1.36 0.87  0.001
C -2.45 -2.35 0.94  0.000
C -2.64 -3.23 -0.14  0.000
C -1.89 -3.08 -1.30  0.000
C 2.53 0.68 -4.68  0.000
C 2.44 -0.11 -5.85  0.000
C 2.82 0.45 -7.08  0.000
C 3.35 1.75 -7.14  0.000
C 3.61 2.43 -5.94  0.000
C 3.26 1.88 -4.71  0.000
C 1.66 1.61 -2.08  0.000
C 2.90 1.68 -1.40  0.000
C 3.29 2.89 -0.83  0.000
C 2.43 4.00 -0.89  0.000
C 1.14 3.87 -1.41  0.000
C 0.73 2.66 -1.95  0.000
H -2.20 0.00 -3.58  0.000
H -0.28 1.57 -4.74  0.000
H -2.43 -1.88 -4.98  0.000
H -3.12 -3.84 -6.34  0.000
H -1.67 -5.88 -6.42  0.000
H 0.55 -5.87 -5.27  0.000
H 1.24 -3.89 -3.89  0.000
H 0.04 -0.39 -0.36  0.001
H -1.26 -0.71 1.72  0.000
H -3.06 -2.46 1.83  0.000
H -3.38 -4.03 -0.08  0.000
H -2.01 -3.76 -2.14  0.000
H 2.04 -1.13 -5.80  0.000
H 2.70 -0.12 -8.00  0.000
H 3.57 2.21 -8.10  0.000
H 4.09 3.41 -5.98  0.000
H 3.51 2.40 -3.79  0.000
H 3.55 0.80 -1.37  0.000
H 4.27 2.96 -0.35  0.000
H 2.77 4.96 -0.52  0.000
H 0.45 4.72 -1.41  0.000
H -0.29 2.54 -2.31  0.000
B 0.56 -0.47 7.67  0.002
C 0.74 -0.69 6.20  0.017
N 0.80 -0.87 5.04  0.086
H -0.42 0.19 7.93  0.000
H 1.54 0.10 8.09  0.002
H 0.47 -1.56 8.20  0.000

Summary:
2S+1   3
⟨S²⟩   2.0056
Orbital gap (spin up / spin down)   5.42 / 4.43 eV
Total charge   0
Max |F|   4.32 eV/A
DFT total energy   -3666.069014 Eh



A structure of composition C8H12. Source: the Open Molecules 2025 dataset; level of theory: wB97M-V/def2-TZVPD.

Each line ends with the Mulliken charge.
CARTESIAN COORDINATES (ANGSTROEM)
C -1.89 0.78 -0.29  -0.775
C -2.02 -0.73 0.23  -0.523
C -0.52 -0.73 -0.18  -0.100
C 1.06 -1.02 -0.11  -0.552
C 1.47 -0.15 1.05  -0.509
C 1.03 1.00 0.09  -0.560
C 1.52 0.12 -1.05  -0.585
C -0.52 0.70 0.29  -0.127
H -2.48 1.53 0.12  0.404
H -2.00 0.69 -1.39  0.236
H -2.24 -0.78 1.36  0.246
H -2.61 -1.49 -0.35  0.300
H -0.67 -0.76 -1.28  0.192
H 1.46 -2.01 -0.29  0.476
H 2.61 -0.12 1.18  0.261
H 0.97 -0.26 2.03  0.336
H 1.31 2.00 0.34  0.473
H 2.63 0.24 -1.24  0.276
H 0.93 0.26 -1.98  0.304
H -0.69 0.92 1.39  0.230

Summary:
Orbital gap   10.11 eV
Total charge   0
Max |F|   2.44 eV/A
DFT total energy   -311.862240 Eh